[1]
Here is C38H40N8O3S2SeTl as an isolated structure from OMol25. Energies are from ωB97M-V/def2-TZVPD.

XYZ file:
```
93
C38H40N8O3S2SeTl | OMol25 | ωB97M-V/def2-TZVPD
Tl 0.96255 -0.62464 1.53441
C -1.57550 -4.50860 3.60801
N -0.50914 -4.80111 2.67376
C -0.52584 -5.79408 1.72092
C 0.61369 -5.69149 1.02182
N 1.33362 -4.62157 1.54235
C 0.63651 -4.07087 2.59690
S 1.00990 -2.86316 3.69519
C 2.49325 -4.10241 0.88692
C 3.19911 -4.90237 -0.00508
C 4.25172 -4.31932 -0.69396
C 4.56529 -2.99071 -0.47392
C 3.81711 -2.29803 0.46381
N 2.80361 -2.84660 1.13227
H -2.30950 -5.30908 3.54252
H -2.03476 -3.55081 3.36213
H -1.17475 -4.44272 4.61745
H -1.34657 -6.47936 1.61999
H 0.94605 -6.26032 0.17761
H 2.96209 -5.94372 -0.16152
H 4.80906 -4.90526 -1.41308
H 5.33571 -2.48301 -1.03337
H 4.00955 -1.25189 0.65892
C 1.71742 -1.29279 -3.22932
N 1.33210 0.09184 -3.31469
C 1.97010 1.10445 -2.42683
Se 3.63686 0.53632 -1.55018
N 2.16172 2.19897 -3.37626
C 1.43387 2.00999 -4.52189
C 1.14969 2.84768 -5.57728
C 0.43757 2.32989 -6.67190
C 0.04025 1.00933 -6.69744
C 0.32166 0.15768 -5.61315
C 0.99997 0.66787 -4.52981
H 1.46990 -1.70149 -2.24678
H 2.79666 -1.42336 -3.36185
H 1.18079 -1.84964 -3.99712
H 2.39814 3.10877 -3.02150
H 1.47391 3.88056 -5.56449
H 0.20407 2.97794 -7.50703
H -0.50267 0.62218 -7.55044
H 0.00399 -0.87815 -5.63656
N -3.45030 1.03454 2.88416
C -3.84782 0.18735 1.87814
C -2.76845 -0.60409 1.63006
N -1.72573 -0.25785 2.45670
C -2.16954 0.72795 3.19271
H -3.98842 1.77555 3.29976
H -4.82717 0.23467 1.43934
H -2.66064 -1.39280 0.90526
H -1.61106 1.26104 3.94053
C -1.67992 -1.92103 -1.83668
C -0.86543 -3.06043 -1.27443
C -0.53621 -4.24211 -2.15573
O -0.49804 -3.04015 -0.12037
H -1.62149 -1.85266 -2.92147
H -1.33759 -0.98770 -1.39067
H -2.72504 -2.07010 -1.55289
H -0.57566 -3.99697 -3.21481
H -1.26597 -5.02986 -1.95236
H 0.45086 -4.61785 -1.89220
C 0.94592 1.47149 -1.32612
C -0.14821 2.40111 -1.75801
C -0.06929 3.75750 -1.45097
C -1.02870 4.65031 -1.90576
C -2.09031 4.20019 -2.67949
C -2.18672 2.84945 -2.98385
C -1.22623 1.96141 -2.52231
H 1.48913 1.88848 -0.47967
H 0.53276 0.51521 -0.99781
H 0.74765 4.10459 -0.82925
H -0.94901 5.70052 -1.65171
H -2.83310 4.89768 -3.04612
H -3.00706 2.48658 -3.59101
H -1.29483 0.91152 -2.78291
O -3.62220 5.65866 5.73934
C -2.83302 4.60547 6.09751
O -3.02374 4.06891 7.15810
C -1.78873 4.20875 5.12382
C -0.71600 3.43834 5.57303
C 0.27817 3.02697 4.70750
C 0.24390 3.34778 3.33509
S 1.42710 2.80018 2.19215
C -0.84689 4.12809 2.89677
C -1.83127 4.54622 3.76589
H -3.28269 6.03763 4.91927
H -0.68046 3.16457 6.61993
H 1.09615 2.42858 5.08702
H -0.91330 4.36717 1.84343
H -2.66430 5.10933 3.35288
N 3.34376 1.04407 4.04796
C 2.41820 0.76910 3.34068
H 3.71820 1.96972 4.21004
```

M (g/mol): 1004.268
Orbital gap (eV): 5.63
Total charge: -1

---

[2]
Here is C32H27BClCrN2O3 as an isolated structure from OMol25. Energies are from ωB97M-V/def2-TZVPD.

XYZ file:
```
67
C32H27BClCrN2O3 | OMol25 | ωB97M-V/def2-TZVPD
Cr 0.12334 1.58517 -0.89928
Cl 5.82193 2.38225 3.64381
C 4.67332 2.11351 2.34176
C 5.13655 1.79977 1.06701
C 4.22439 1.58710 0.05565
C 2.83433 1.67537 0.26172
O 2.03933 1.45350 -0.74905
C 2.38101 1.99987 1.56915
C 0.99211 2.10271 1.94093
N -0.02941 1.94487 1.13584
C -1.33269 2.00257 1.58027
C -1.75899 2.23015 2.90662
C -3.11385 2.27077 3.20122
C -4.08828 2.09791 2.22764
C -3.70745 1.86158 0.88695
C -4.61015 1.70008 -0.17684
C -4.14260 1.48117 -1.46279
C -2.78062 1.40812 -1.68516
N -1.88864 1.55032 -0.69294
C -2.31882 1.79369 0.57113
C 3.32698 2.21053 2.58658
H 6.20024 1.72634 0.88134
H 4.55669 1.34152 -0.94554
H 0.80536 2.32461 2.98802
H -1.04006 2.37627 3.69990
H -3.41853 2.44798 4.22670
H -5.14081 2.14487 2.47776
H -5.67477 1.75811 0.02222
H -4.82189 1.36337 -2.29686
H -2.36860 1.23224 -2.66925
H 2.98001 2.45428 3.58504
C 0.36064 6.38202 -1.78296
C 1.46114 5.55377 -1.96432
C 1.34309 4.17896 -1.78174
C 0.13204 3.57192 -1.41786
C -0.96355 4.43308 -1.25842
C -0.85629 5.81094 -1.43315
H 0.45066 7.45510 -1.90860
H 2.42075 5.97716 -2.24201
H 2.22183 3.56122 -1.92604
H -1.93942 4.03976 -0.98926
H -1.73044 6.43727 -1.28897
C -1.09075 -6.60325 -0.08268
C 0.14154 -5.73320 0.19786
C 0.12972 -5.35107 1.67701
C 1.41040 -6.55420 -0.07272
C 0.12011 -4.50307 -0.71313
C 0.11117 -4.68016 -2.09908
C 0.09984 -3.61027 -2.99376
C 0.09805 -2.34471 -2.45877
O 0.08772 -1.13424 -3.10621
B 0.09882 -0.14266 -2.11226
O 0.10269 -0.81079 -0.83197
C 0.10763 -2.15545 -1.09195
C 0.11956 -3.20071 -0.19861
H -1.08215 -7.48914 0.55950
H -1.11881 -6.93876 -1.12083
H -2.00839 -6.04381 0.11367
H 0.14379 -6.25921 2.28398
H -0.76653 -4.78465 1.93945
H 1.00384 -4.75475 1.94726
H 1.43221 -7.44227 0.56608
H 2.30297 -5.95889 0.13310
H 1.45978 -6.88230 -1.11283
H 0.11435 -5.68432 -2.50660
H 0.09517 -3.76919 -4.06459
H 0.12733 -2.99069 0.86186
```

M (g/mol): 585.840
Orbital gap (spin up / spin down) (eV): 4.67 / 7.15
Spin multiplicity: 5
Total charge: -1

---

[3]
Here is C29H33Cl3IN2O3P2SSr as an isolated structure from OMol25. Energies are from ωB97M-V/def2-TZVPD.

XYZ file:
```
75
C29H33Cl3IN2O3P2SSr | OMol25 | ωB97M-V/def2-TZVPD
Sr 0.36608 0.24562 -0.33352
C -0.36055 -3.86374 1.41150
P 0.00346 -2.16455 1.96929
C -0.93904 -2.06232 3.52976
C 1.72923 -2.36631 2.58957
C 2.33448 -1.08635 3.17336
P 2.67893 0.20817 1.91038
C 3.24213 1.60055 2.94035
C 4.24265 -0.38851 1.17470
H -0.10773 -4.60642 2.16983
H 0.19431 -4.08322 0.49909
H -1.42238 -3.94867 1.18023
H -0.69348 -2.88560 4.20286
H -2.00698 -2.09087 3.31417
H -0.73262 -1.11861 4.03459
H 2.33810 -2.73224 1.75607
H 1.73964 -3.16029 3.34285
H 3.26323 -1.31782 3.70368
H 1.66035 -0.65012 3.91652
H 4.03907 1.29924 3.62215
H 2.40904 1.99642 3.52098
H 3.61178 2.39835 2.29626
H 4.99951 -0.57120 1.93998
H 4.62405 0.35175 0.47078
H 4.07402 -1.31379 0.62164
Cl 4.73235 2.84227 -3.46174
C 4.06863 1.42256 -4.19963
C 2.93391 1.52235 -4.99264
C 2.44772 0.37967 -5.59687
C 3.05394 -0.86478 -5.42382
C 2.47069 -2.07297 -6.12594
C 1.03992 -2.33215 -5.62546
N 1.02429 -2.38533 -4.17269
C 1.74927 -3.21356 -3.35256
C 1.53799 -2.76215 -2.08705
N 0.69665 -1.67271 -2.11461
C 0.41698 -1.47884 -3.38762
O 2.58021 -1.85380 -7.52344
C 1.56659 -2.28684 -8.42482
C 0.36883 -1.37981 -8.48628
C 0.42263 -0.05981 -8.83005
Cl 1.81920 0.82034 -9.28464
S -1.11338 0.70158 -8.80552
C -1.87169 -0.76212 -8.34393
C -0.97543 -1.77635 -8.21901
C 4.18027 -0.92095 -4.61444
Cl 5.03044 -2.41789 -4.35108
C 4.70039 0.21136 -4.00279
H 2.45588 2.47970 -5.14152
H 1.58393 0.45115 -6.24639
H 3.07681 -2.94995 -5.87867
H 0.63244 -3.26026 -6.02616
H 0.38088 -1.51788 -5.92042
H 2.34319 -4.02419 -3.73357
H 1.93765 -3.15769 -1.16879
H -0.20509 -0.69853 -3.79654
H 1.24740 -3.31261 -8.21562
H 2.06872 -2.30004 -9.39304
H -2.93892 -0.80255 -8.20511
H -1.25705 -2.78608 -7.95444
H 5.59323 0.14429 -3.39891
I -0.45791 7.99279 -4.98945
C -0.25817 6.23296 -3.89376
C -1.36638 5.69164 -3.25490
C -1.22993 4.52092 -2.52756
C 0.00545 3.89052 -2.44399
C 1.10999 4.44222 -3.08189
C 0.98371 5.61463 -3.80676
C 0.15184 2.62105 -1.67734
O -0.84040 2.17883 -1.02005
O 1.25851 2.00291 -1.70314
H -2.32648 6.18304 -3.32505
H -2.07910 4.08650 -2.01814
H 2.06778 3.94716 -2.99392
H 1.84201 6.05002 -4.29873
```

M (g/mol): 872.492
Orbital gap (eV): 8.23
Total charge: +1

---

[4]
Here is one molecule with the formula C6H11N from OMol25. Energies are from ωB97M-V/def2-TZVPD.

XYZ file:
```
18
C6H11N | OMol25 | ωB97M-V/def2-TZVPD
C -2.14832 -1.98354 -1.70388
N -1.00431 -1.48896 -1.97025
C -0.52073 -0.54199 -1.04122
C -0.08481 -0.94580 0.16114
C 0.10782 -0.01146 1.29519
C 0.60589 1.39345 1.05200
C 1.93903 1.46117 0.21523
H -2.97784 -1.37078 -1.30997
H -2.46517 -2.95562 -2.07947
H -0.54804 0.50147 -1.40050
H -0.10762 -2.01813 0.27589
H 0.68508 -0.53031 2.09249
H -0.85636 0.02768 1.85237
H 0.77529 1.91188 1.99006
H -0.08447 2.10727 0.55306
H 2.59051 2.33417 0.38935
H 2.48002 0.54026 0.45297
H 1.61405 1.56924 -0.82445
```

M (g/mol): 97.161
Orbital gap (eV): 9.41
Total charge: 0

---

[5]
Here is C36H32N6SeSn as an isolated structure from OMol25. Energies are from ωB97M-V/def2-TZVPD.

XYZ file:
```
76
C36H32N6SeSn | OMol25 | ωB97M-V/def2-TZVPD
Sn 1.00860 0.70415 0.80112
C 1.44601 1.56426 3.87045
N 0.36332 0.80956 3.22875
C -0.92007 1.48175 3.40285
C -1.06471 2.71276 2.55076
C -1.96738 3.71408 2.89089
C -2.10794 4.80675 2.05126
C -1.31497 4.87738 0.91274
C -0.43226 3.84596 0.65658
N -0.32398 2.77541 1.44512
C 0.27674 -0.53642 3.79924
C -0.31521 -1.52236 2.83383
C -1.16794 -2.53649 3.22891
C -1.50929 -3.52517 2.31220
C -0.95638 -3.48428 1.04755
C -0.16728 -2.38842 0.69344
N 0.12330 -1.42596 1.57702
C 2.78083 0.93862 3.57619
C 3.85291 1.01943 4.45179
C 5.04221 0.38972 4.11391
C 5.10954 -0.33127 2.92940
C 3.99806 -0.35059 2.10979
N 2.87057 0.28278 2.41842
H 1.29362 1.64026 4.95322
H 1.44076 2.58254 3.46657
H -1.08438 1.74121 4.45642
H -1.70489 0.77938 3.09929
H -2.55297 3.62883 3.79446
H -2.81395 5.58981 2.28449
H -1.38619 5.71294 0.23598
H 0.22947 3.86690 -0.20156
H -0.27187 -0.53451 4.74818
H 1.29493 -0.88253 3.99964
H -1.54794 -2.56726 4.23714
H -2.19161 -4.31364 2.59183
H -1.14876 -4.26829 0.33240
H 0.63251 -3.17408 -0.94694
H 3.76386 1.56318 5.37887
H 5.89787 0.45099 4.76962
H 6.00643 -0.85332 2.63791
H 3.97968 -0.90105 1.17951
N 0.44758 -2.25178 -0.54980
C -0.18677 -1.44778 -1.61287
C 0.81398 -0.58698 -2.34511
C 0.44790 0.03329 -3.54101
C 1.33839 0.85462 -4.20989
C 2.61355 1.06268 -3.71038
C 3.00792 0.41435 -2.55191
C 2.11489 -0.40306 -1.87057
C -0.93278 -2.39777 -2.51723
C -2.18706 -2.89962 -2.18770
C -2.78942 -3.86751 -2.97130
C -2.13221 -4.36474 -4.08418
C -0.86955 -3.89144 -4.40214
C -0.26940 -2.91738 -3.62594
H -0.53067 -0.15586 -3.95841
H 1.03758 1.31888 -5.13580
H 3.30407 1.69938 -4.23866
H 4.02475 0.51588 -2.20423
H 2.46209 -0.98797 -1.01829
H -2.69273 -2.53035 -1.30072
H -3.77200 -4.22962 -2.70833
H -2.59373 -5.13137 -4.68625
H -0.34257 -4.27747 -5.25959
H 0.72227 -2.56899 -3.87492
Se -1.48840 -0.17194 -0.63144
C -2.13903 0.82765 -2.15434
C -1.67418 2.10743 -2.40618
C -2.15736 2.74979 -3.53908
N -3.02815 2.20020 -4.36031
C -3.48440 0.99157 -4.10002
C -3.07985 0.25130 -2.99465
H -0.95289 2.57522 -1.75063
H -1.82417 3.74342 -3.80263
H -4.20290 0.59326 -4.80351
H -3.46599 -0.74029 -2.81118
```

M (g/mol): 746.365
Orbital gap (eV): 8.29
Total charge: +2